{
  "formula": "C4H11NO2S",
  "method": "ωB97M-V with the def2-TZVPD basis set",
  "elements": ["C", "N", "C", "O", "C", "C", "S", "H", "H", "H", "H", "H", "H", "H", "H", "H", "O", "H", "H"],
  "coordinates": [[-2.21926, -0.06612, 2.31751], [-2.32748, -0.47187, 0.91711], [-1.25618, -0.23286, -0.11558], [-1.60216, -0.55613, -1.19783], [0.00460, 0.29442, 0.31393], [0.57104, 1.60016, -0.45767], [2.37819, 1.47751, -0.71018], [-1.98923, 0.90697, 2.35725], [-3.30171, -0.06226, 2.79436], [-1.54533, -0.73542, 2.85260], [-3.19174, -1.11033, 0.66419], [0.71596, -0.50896, 0.50175], [-0.11346, 0.87035, 1.28996], [0.12163, 1.55813, -1.46245], [0.38391, 2.57852, -0.05643], [2.68732, 1.47779, 0.57738], [1.54680, -3.02912, -0.64879], [1.72490, -2.97209, -1.51727], [0.59074, -3.23135, -0.63445]],
  "forces_ev_per_a": [[-3.37, -3.58, -0.08], [0.03, -0.69, -1.17], [-5.28, -1.48, 2.97], [0.56, -0.37, -2.86], [1.82, 4.46, 2.68], [0.22, -2.62, -1.68], [-0.36, 0.06, -0.46], [1.45, 3.58, 0.42], [2.16, -0.47, -0.84], [-0.08, 0.32, 0.45], [2.91, 1.96, 0.21], [0.22, 0.15, -0.45], [-0.16, -1.64, -0.51], [0.36, 0.23, 0.17], [-0.56, -0.01, 0.71], [0.14, 0.01, 0.43], [-2.00, -0.51, 4.71], [1.25, 0.43, -4.85], [0.69, 0.14, 0.17]],
  "total_charge": 0,
  "energy_ev": -20745.147,
  "smiles": "CNC(=O)CCS.O",
  "homo_energy_ev": -9.16,
  "de_lowest_kcal_mol": 49.7,
  "homo_lumo_gap_ev": 9.892
}


{
  "formula": "C4H11NO3",
  "method": "ωB97M-V with the def2-TZVPD basis set",
  "elements": ["O", "C", "C", "C", "C", "O", "N", "H", "H", "H", "H", "H", "H", "H", "H", "H", "H", "H", "O"],
  "coordinates": [[0.90940, -1.49966, -1.98571], [0.81368, -0.22392, -1.76865], [-0.10678, 0.49946, -0.80050], [0.61448, 0.60907, 0.55654], [-0.18268, 1.27902, 1.67532], [-0.15952, 2.71175, 1.46509], [-1.35104, -0.22572, -0.60828], [1.61432, 0.42677, -2.18657], [-0.24898, 1.49702, -1.18474], [1.58847, 1.08887, 0.49115], [0.79237, -0.43427, 0.85695], [0.33786, 1.21683, 2.62760], [-1.21658, 0.93554, 1.69815], [-0.51781, 2.94556, 0.60590], [-1.70894, -0.59705, -1.47310], [-1.21905, -0.97572, 0.05788], [0.15995, -3.59966, 0.58817], [0.21078, -2.71198, -0.70475], [-0.32993, -2.94190, 0.08957]],
  "forces_ev_per_a": [[-0.39, -0.48, 0.79], [0.60, 0.88, -1.29], [1.17, -1.51, 0.09], [-0.73, -0.92, 0.95], [0.66, 1.15, -1.03], [-0.21, 0.41, 0.40], [-0.85, 0.98, 0.78], [-0.14, -0.04, 0.13], [-0.38, 0.59, -0.29], [-0.01, 0.14, -0.26], [0.11, 0.05, 0.00], [-0.22, -0.51, 0.23], [0.06, -0.21, 0.24], [-0.08, -0.38, -0.15], [0.28, -0.21, -0.14], [0.06, -0.20, -0.35], [0.11, 0.01, -0.10], [0.03, 0.65, -0.11], [-0.08, -0.40, 0.11]],
  "total_charge": -1,
  "energy_ev": -11957.999,
  "homo_energy_ev": [-0.12, -3.59],
  "spin_multiplicity": 2,
  "de_lowest_kcal_mol": 1.1,
  "homo_lumo_gap_ev": [3.942, 7.371]
}


{
  "formula": "C4H11NO3",
  "method": "ωB97M-V with the def2-TZVPD basis set",
  "elements": ["N", "C", "C", "C", "C", "O", "O", "H", "H", "H", "H", "H", "H", "H", "H", "H", "O", "H", "H"],
  "coordinates": [[1.02325, -0.77028, -1.35288], [1.49065, -0.14484, 0.15459], [0.87764, 1.26068, 0.31289], [-0.67862, 1.26694, 0.22482], [-1.18046, 0.12014, 1.23562], [-1.01311, -1.05709, 1.09823], [-1.69761, 0.77746, 2.26256], [1.89883, -1.02944, -1.67831], [0.60559, 0.08219, -1.83471], [1.11743, -1.00805, 0.77335], [2.55558, -0.21724, 0.15472], [1.27213, 1.66386, 1.23943], [1.10395, 1.86550, -0.63677], [-1.17232, 2.28811, 0.47143], [-1.02466, 0.94897, -0.78502], [-2.01366, 0.16833, 3.03387], [-1.36810, -2.18486, -1.46900], [-1.17859, -2.21044, -2.34739], [-0.61792, -1.81993, -0.85745]],
  "forces_ev_per_a": [[-1.47, 3.34, 3.53], [-2.24, -2.34, -2.84], [-0.37, -0.38, -1.90], [-1.06, -1.00, 1.10], [0.73, 2.07, -1.89], [-0.52, 0.15, 0.58], [-1.39, -1.42, 3.05], [1.70, -0.31, -1.60], [1.25, -1.68, 0.29], [0.30, 1.62, -0.01], [0.76, 0.61, 0.06], [-0.15, 0.62, -0.05], [0.68, -0.53, 1.69], [1.06, -1.85, -0.30], [0.35, 0.24, 0.65], [0.87, 1.12, -2.08], [-0.46, 0.49, 5.72], [1.61, 0.16, -3.47], [-1.64, -0.90, -2.54]],
  "total_charge": 0,
  "energy_ev": -11957.569,
  "smiles": "NCCCC(=O)O.O",
  "homo_energy_ev": -9.58,
  "de_lowest_kcal_mol": 58.6,
  "homo_lumo_gap_ev": 10.187
}


{
  "formula": "C4H11NO3",
  "method": "ωB97M-V with the def2-TZVPD basis set",
  "elements": ["O", "C", "C", "C", "N", "C", "O", "H", "H", "H", "H", "H", "H", "H", "H", "H", "O", "H", "H"],
  "coordinates": [[2.26400, 1.25080, -1.13591], [1.20788, 0.76350, -1.43229], [-0.15569, 1.40884, -1.34268], [-1.04717, 0.44990, -0.51749], [-0.24299, 0.05739, 0.67830], [-0.86649, -1.02287, 1.38327], [-2.07469, -0.63897, 2.09875], [1.27166, -0.27778, -1.81695], [-0.69395, 1.67566, -2.25082], [0.00894, 2.40361, -0.89850], [-1.38855, -0.38030, -1.12946], [-1.92771, 1.00351, -0.18286], [-0.10638, 0.93161, 1.16315], [-0.20862, -1.35326, 2.18573], [-1.14915, -1.75686, 0.63717], [-1.98207, 0.22986, 2.44104], [2.27867, -1.81669, 0.30878], [1.99611, -0.89417, 0.26038], [2.81621, -2.03379, -0.44961]],
  "forces_ev_per_a": [[-0.02, 0.76, 0.39], [0.18, -0.70, -1.26], [-0.18, 0.36, 0.64], [0.75, 1.53, 0.65], [-0.82, -0.40, -1.94], [-0.19, 1.47, 1.67], [-0.42, -1.51, -1.23], [-0.66, 0.02, 0.01], [0.48, -0.50, -0.59], [-0.16, -0.41, 0.47], [0.30, -0.34, 0.20], [-0.25, -0.14, -0.26], [0.21, -0.22, 0.80], [0.35, -0.57, -0.50], [0.10, -0.37, 0.34], [0.32, 1.14, 0.51], [-0.35, -0.23, 0.57], [0.16, -0.17, -0.20], [0.18, 0.30, -0.27]],
  "total_charge": 0,
  "energy_ev": -11957.841,
  "smiles": "O=CCCNCO.O",
  "homo_energy_ev": -9.78,
  "de_lowest_kcal_mol": 52.3,
  "homo_lumo_gap_ev": 10.482
}


{
  "formula": "C4H11NO3",
  "method": "ωB97M-V with the def2-TZVPD basis set",
  "elements": ["C", "C", "O", "N", "C", "C", "O", "H", "H", "H", "H", "H", "H", "H", "H", "H", "O", "H", "H"],
  "coordinates": [[1.51686, 2.16334, 0.47057], [0.38552, 1.69887, -0.41352], [-0.17395, 2.47204, -1.17757], [0.00663, 0.40388, -0.31353], [0.67184, -0.64121, 0.46108], [0.50190, -1.99615, -0.20365], [-0.64118, -2.69607, 0.29818], [1.51490, 1.66642, 1.43957], [2.48832, 2.00825, 0.00287], [1.37541, 3.21851, 0.64740], [-0.85224, 0.11381, -0.76465], [1.73308, -0.41394, 0.53851], [0.27374, -0.68429, 1.48527], [1.35883, -2.62037, 0.04048], [0.39768, -1.86361, -1.27251], [-1.39856, -2.55342, -0.28334], [-2.87948, -0.35232, -0.57521], [-3.22278, 0.53499, -0.74953], [-3.05654, -0.45872, 0.36957]],
  "forces_ev_per_a": [[-0.01, -0.15, 0.31], [-0.21, 0.18, -0.30], [-0.08, -0.06, 0.14], [0.26, -0.62, 0.30], [-0.07, 0.48, 0.04], [-0.53, -0.20, 0.66], [-0.16, 0.04, -0.12], [0.06, -0.10, -0.01], [-0.01, -0.03, -0.08], [0.04, 0.30, -0.12], [0.02, 0.35, -0.09], [0.06, 0.05, -0.08], [0.08, -0.16, -0.14], [0.06, -0.06, -0.17], [0.32, -0.04, -0.36], [0.21, 0.08, 0.07], [-0.25, 0.20, 0.31], [0.11, -0.12, -0.23], [0.11, -0.16, -0.12]],
  "total_charge": 0,
  "energy_ev": -11959.173,
  "smiles": "CC(=O)NCCO.O",
  "homo_energy_ev": -9.40,
  "de_lowest_kcal_mol": 21.6,
  "homo_lumo_gap_ev": 9.953
}


{
  "formula": "C4H11NO3",
  "method": "ωB97M-V with the def2-TZVPD basis set",
  "elements": ["C", "C", "C", "O", "N", "C", "O", "H", "H", "H", "H", "H", "H", "H", "H", "H", "O", "H", "H"],
  "coordinates": [[-1.23277, 0.96494, 0.70444], [-1.26866, -0.43769, 0.02402], [-0.86734, -0.35208, -1.46277], [-1.97806, 0.09693, -2.20053], [-0.28718, -1.26405, 0.77429], [1.05896, -1.19370, 0.74787], [1.70591, -0.60002, -0.10373], [-1.56038, 0.74429, 1.72228], [-2.07219, 1.55039, 0.31738], [-0.30601, 1.51281, 0.59457], [-2.23861, -0.87403, 0.22251], [-0.00623, 0.31794, -1.54528], [-0.46800, -1.28047, -1.87860], [-1.87817, 0.99709, -2.54463], [-0.68291, -1.85578, 1.49102], [1.51760, -1.73153, 1.58107], [3.58593, 1.24497, 0.92392], [4.06022, 1.52345, 0.13374], [2.91788, 0.63656, 0.49843]],
  "forces_ev_per_a": [[-1.91, -0.99, -0.39], [2.29, 0.96, 0.30], [0.30, 0.39, 0.29], [-0.57, 0.27, -0.53], [-0.39, -0.57, 0.15], [-0.56, 0.27, -0.56], [-0.08, 0.05, 0.29], [0.64, 0.48, 0.30], [0.25, 0.19, -0.27], [0.23, -0.18, 0.20], [-0.20, -0.20, -0.48], [-0.23, 0.16, 0.09], [-0.51, -0.30, 0.19], [0.26, -0.49, 0.32], [0.17, 0.15, 0.00], [0.22, -0.19, 0.07], [-0.86, -0.71, -0.96], [0.28, 0.24, 0.19], [0.68, 0.49, 0.80]],
  "total_charge": 0,
  "energy_ev": -11958.832,
  "smiles": "C[C@@H](CO)NC=O.O",
  "homo_energy_ev": -10.02,
  "de_lowest_kcal_mol": 29.5,
  "homo_lumo_gap_ev": 10.663
}